Record 1
Formula: C5H5O3Zn
Source: the OMol25 dataset
Level of theory: ωB97M-V/def2-TZVPD

```
14
Properties=species:S:1:pos:R:3:forces:R:3:lowdin_charge:R:1
O 0.4102 -2.1597 -0.1366 0.091 -0.147 -0.358 -0.017
C 1.3409 -1.3500 -0.1694 0.363 -0.089 0.769 -0.271
O 1.3586 -0.3391 0.6565 -0.196 -0.403 -0.088 -0.009
Zn -1.3636 -1.3556 0.0813 -0.236 1.470 -0.011 1.113
H 2.2238 -1.5101 -0.8093 -0.336 0.052 -0.055 0.191
O -2.6021 1.5110 0.5531 0.117 -0.747 0.014 -0.007
C -1.7414 0.6705 -0.0975 0.694 -0.062 0.059 -0.331
C -0.6233 1.1063 -0.6303 0.977 -0.559 -0.040 -0.045
C 0.6593 1.2406 -0.9610 -0.888 0.385 -0.119 -0.057
C 1.7318 0.9441 0.0693 0.196 0.280 -0.186 -0.094
H -3.2735 1.8222 -0.0582 -0.307 0.088 -0.137 0.113
H 0.9803 1.5386 -1.9630 -0.190 -0.103 0.289 0.126
H 2.7249 0.8612 -0.3920 -0.243 0.043 0.122 0.139
H 1.7729 1.6383 0.9149 -0.043 -0.208 -0.261 0.149
```
Forces are in eV/Å.

ΔE to the lowest compared entry with this formula, charge and spin = 0.0 kJ/mol
Total charge = +1
Orbital gap = 7.99 eV

Record 2
Formula: C25H64O26P5
Source: the OMol25 dataset
Level of theory: ωB97M-V/def2-TZVPD

```
120
Properties=species:S:1:pos:R:3:forces:R:3:lowdin_charge:R:1
C -6.9120 11.3989 10.2432 -0.840 0.271 -0.085 -0.042
C -8.2530 11.9056 10.7788 -4.485 2.363 1.686 -0.737
O -8.4521 12.1256 12.0194 2.148 -1.064 -0.539 -0.109
O -9.2522 12.1787 9.9933 3.116 -1.395 -0.549 -0.113
H -7.0055 11.7493 9.2154 0.695 -0.673 -0.235 0.038
H -6.8985 10.3226 10.4146 0.002 -0.218 -0.701 0.059
H -6.0092 11.7643 10.7326 -0.216 0.464 0.190 0.053
C -7.3121 15.9422 7.2858 0.904 0.792 1.071 -0.098
O -8.2872 15.5068 8.2706 0.722 0.673 0.509 -0.255
P -8.3065 16.0729 9.8169 -0.817 0.215 -0.445 0.517
O -9.2553 15.3364 10.6893 1.659 1.202 -1.305 -0.205
O -6.7076 16.1136 10.2143 -1.084 -1.158 0.983 -0.225
C -6.4022 15.0874 11.2521 -1.081 0.043 1.351 -0.081
O -8.6598 17.6777 9.6521 0.707 -0.314 0.296 -0.253
C -9.9100 18.1003 9.0264 0.474 -2.375 -0.367 -0.079
H -6.8893 15.1382 6.6832 -1.076 -0.318 -0.280 0.082
H -6.3795 16.3187 7.7061 -0.127 0.004 0.852 0.045
H -7.6400 16.8266 6.7395 -0.612 -0.449 -0.435 0.084
H -5.4680 14.5276 11.2095 -0.010 0.394 -1.160 0.066
H -7.2361 14.4110 11.4398 -0.096 -0.520 -1.023 0.055
H -6.4068 15.4678 12.2736 0.338 1.234 -0.158 0.081
H -10.2113 19.1375 9.1730 0.667 -0.127 0.385 0.087
H -10.6738 17.3926 9.3487 -0.301 0.408 0.299 0.068
H -9.7769 17.8483 7.9743 -0.179 0.553 -0.272 0.060
C -14.2204 9.9017 14.7258 0.711 0.473 0.208 -0.111
O -13.2373 9.0372 14.1610 1.405 -0.710 -1.349 -0.252
P -11.6976 9.5140 13.8067 -0.194 -0.389 0.056 0.484
O -11.6199 10.8422 13.1920 0.000 -0.781 0.977 -0.196
O -10.9575 9.2951 15.2438 -1.527 1.413 -1.880 -0.230
C -10.7800 8.0872 15.9066 1.610 -0.057 1.958 -0.149
O -11.0258 8.3107 12.9537 -1.452 0.739 0.763 -0.226
C -9.8836 8.5184 12.1129 0.898 -0.569 -0.447 -0.085
H -15.2209 9.7700 14.3137 0.185 -0.730 -0.139 0.080
H -13.9961 10.9470 14.5134 0.333 0.056 0.267 0.083
H -14.1837 9.6662 15.7894 -0.456 0.469 0.106 0.084
H -10.8367 8.3795 16.9551 -0.047 -0.165 0.289 0.082
H -9.7258 7.8468 15.7686 -0.037 -0.675 -0.170 0.082
H -11.4037 7.1949 15.8539 -0.485 0.412 -1.141 0.092
H -9.1519 7.7583 12.3866 -0.042 -0.127 0.219 0.077
H -9.3579 9.4701 12.1905 -0.741 0.380 0.138 0.068
H -10.1185 8.3040 11.0703 -0.416 0.330 0.076 0.094
C -7.0104 11.3906 6.4179 0.415 -0.675 -0.552 -0.058
O -6.1678 11.8618 5.3001 0.457 -0.576 -1.381 -0.252
P -5.9499 10.8831 3.9640 2.330 2.129 2.793 0.478
O -7.1652 10.3248 3.5144 -3.630 -2.365 -0.994 -0.218
O -5.3971 11.8400 2.7701 1.642 -1.544 2.801 -0.198
C -6.2778 12.4193 1.8865 -1.177 1.988 -2.149 -0.167
O -4.8185 9.7652 4.4909 -2.132 2.005 -2.117 -0.232
C -5.4277 8.5263 4.9482 1.184 -0.125 2.025 -0.112
H -6.3802 11.0582 7.2428 0.183 -0.176 -0.281 0.064
H -7.6248 10.5754 6.0360 -0.091 0.002 0.246 0.080
H -7.6652 12.1453 6.8536 0.183 0.465 -0.628 0.075
H -6.1760 13.5045 1.8756 0.184 0.245 0.746 0.085
H -7.3518 12.2514 1.9676 0.233 -0.658 0.610 0.091
H -6.0132 12.2332 0.8456 0.238 -0.873 0.036 0.085
H -4.9528 8.5352 5.9292 0.130 -1.013 0.139 0.087
H -5.1268 7.6460 4.3801 0.065 0.414 -0.297 0.085
H -6.4776 8.4484 5.2306 -0.243 0.815 -0.942 0.083
C -0.7844 6.1762 9.3455 3.096 -0.728 1.361 -0.128
O -1.5344 7.2321 9.8709 -0.870 1.195 0.836 -0.198
P -1.2085 7.8208 11.3457 -0.333 3.344 -0.729 0.485
O -1.4826 7.0810 12.5815 -0.187 -0.390 -0.689 -0.219
O -1.9642 9.3050 11.2440 3.452 -1.459 -0.043 -0.246
C -3.3055 9.4795 11.5618 -1.248 -1.338 -0.633 -0.112
O 0.3172 8.3256 11.2387 -0.450 -0.999 -1.271 -0.232
C 0.8276 9.1515 12.2766 -1.517 0.585 0.458 -0.098
H -1.1666 5.4579 8.6202 -1.060 0.456 0.500 0.096
H -0.3374 5.7342 10.2359 -0.417 -1.468 -0.117 0.078
H 0.1738 6.5069 8.9448 -0.221 0.827 -0.750 0.083
H -3.6803 8.5003 11.2639 -1.549 0.359 0.541 0.077
H -3.7370 10.2427 10.9141 0.097 0.025 0.075 0.084
H -3.4992 9.7190 12.6074 0.163 -0.109 0.047 0.098
H -0.0188 9.7901 12.5295 0.113 0.191 0.631 0.075
H 1.5657 9.8677 11.9155 0.432 -0.752 -0.148 0.093
H 1.0777 8.5248 13.1326 0.475 0.304 -0.073 0.093
C -11.9035 16.8807 6.0047 -0.876 0.962 -0.597 -0.103
O -12.0297 16.5218 7.4101 -0.368 -0.400 -1.035 -0.229
P -12.3473 15.0070 7.9074 2.219 -1.939 0.028 0.533
O -12.0173 14.6796 9.3208 -0.594 1.207 -2.164 -0.207
O -13.9062 14.7522 7.5277 1.222 0.341 -0.264 -0.205
C -14.4966 13.6532 8.1808 -0.769 -2.260 1.143 -0.153
O -11.5048 14.0635 6.7890 -4.516 2.241 1.084 -0.243
C -10.1989 13.6587 6.8818 1.535 -1.222 0.849 -0.161
H -10.9604 17.3040 5.6592 1.069 -1.475 0.671 0.080
H -12.3983 17.8076 5.7146 -1.252 0.296 1.246 0.072
H -12.3818 16.2083 5.2925 0.637 -0.673 0.381 0.089
H -15.2481 13.8884 8.9345 0.066 0.879 -0.150 0.087
H -13.8411 12.9679 8.7181 0.872 0.685 0.124 0.088
H -14.9772 12.8983 7.5584 -0.141 0.727 -1.107 0.081
H -10.1738 12.5720 6.8011 -0.051 -0.164 -0.411 0.085
H -9.7761 13.7997 7.8766 0.183 0.481 -0.137 0.064
H -9.6564 14.1057 6.0488 0.426 0.095 0.243 0.088
O -4.0533 16.5993 7.2967 2.569 -1.300 0.195 0.065
C -2.9832 15.9774 7.4076 -1.717 1.444 -1.298 -0.480
O -2.8779 14.7998 7.9990 1.284 0.644 -0.448 -0.003
C -4.0263 14.1666 8.4584 -1.400 -2.677 0.495 -0.200
C -3.7191 12.6286 8.3024 0.163 1.620 0.415 -0.028
C -1.6284 16.5206 6.9212 0.090 0.304 1.972 0.018
H -4.9204 14.4463 7.9013 0.203 0.168 -0.022 0.106
H -4.1951 14.3722 9.5154 0.061 0.328 -0.098 0.108
H -2.8314 12.4719 8.9152 0.162 -0.297 -0.150 0.068
H -3.4779 12.4620 7.2526 -0.160 -0.379 0.085 0.076
H -4.5006 11.9787 8.6961 -0.165 0.192 -0.287 0.048
H -1.7515 17.6024 6.9746 0.203 -0.041 -0.788 0.082
H -1.0037 16.1284 6.1187 -1.169 -0.049 -0.716 0.083
H -0.9242 16.3055 7.7250 -0.083 -0.004 0.553 0.074
O -5.9813 7.5781 12.1342 0.867 -0.857 1.825 0.054
C -6.1249 7.9757 13.2875 -2.077 1.832 -2.437 -0.535
O -5.5202 7.6245 14.4011 1.087 -0.267 0.799 -0.004
C -4.3248 6.7998 14.2983 -0.654 -0.636 -0.649 -0.200
C -3.9380 6.1928 15.6271 -0.168 0.344 0.264 -0.062
C -6.9824 9.2568 13.4450 1.250 -0.846 0.576 0.027
H -3.4878 7.3324 13.8467 -0.388 0.203 -0.154 0.090
H -4.6645 5.9856 13.6581 0.637 0.072 -0.405 0.119
H -2.8637 6.2503 15.8023 0.062 -0.386 -0.365 0.074
H -4.3061 5.1674 15.5933 0.261 0.011 0.709 0.074
H -4.3397 6.7496 16.4737 -0.435 -0.116 -0.063 0.077
H -7.8862 9.2720 14.0542 -0.014 -0.487 -0.194 0.080
H -7.1404 9.6022 12.4234 -0.151 0.374 0.556 0.055
H -6.2692 9.8428 14.0248 -0.181 0.849 -0.326 0.088
```
Forces are in eV/Å.

Total charge = -1
Orbital gap = 5.72 eV

Record 3
Formula: C6H8N2
Source: the OMol25 dataset
Level of theory: ωB97M-V/def2-TZVPD

```
16
Properties=species:S:1:pos:R:3:forces:R:3:lowdin_charge:R:1
H 1.6151 2.3562 -0.9733 0.254 -0.298 -0.235 0.078
N 1.2980 1.5182 -0.4929 0.230 0.110 0.112 0.087
C 1.3339 0.4412 -1.1457 0.331 0.273 -0.676 -0.174
C 0.7749 -0.8396 -0.5796 0.361 0.174 0.735 -0.411
N 1.3815 -1.0998 0.7234 0.070 0.003 -0.026 0.053
C -0.7023 -0.7457 -0.5704 -1.441 -2.538 -1.900 -0.171
C -1.8035 -1.1885 -0.9034 1.535 1.355 0.863 0.114
H 1.7232 0.3530 -2.1659 -0.036 0.215 0.029 0.121
H 1.0549 -1.6646 -1.2505 -0.251 0.257 0.149 0.142
H 0.9053 -1.8741 1.1734 0.008 0.094 -0.006 0.082
H 1.2751 -0.2810 1.3127 -0.034 -0.074 0.026 0.060
H -2.8596 -1.1224 -0.8472 -0.353 -0.290 -0.233 0.031
C -1.1241 0.9968 0.9165 0.996 2.002 1.216 -0.085
C -1.9653 0.9189 1.7768 -0.090 -0.189 -0.067 0.032
H -0.1772 1.4780 0.5362 -1.356 -1.007 -0.057 0.028
H -2.7300 0.7534 2.4899 -0.225 -0.085 0.071 0.012
```
Forces are in eV/Å.

SMILES = [H]/N=C/[C@@H](N)C#C.C#C
ΔE to the lowest compared entry with this formula, charge and spin = 565.9 kJ/mol
Orbital gap = 9.46 eV

The records above give, respectively, maximum force values of 1.49, 5.34, 3.48 eV/Å.